The following is a quantum chemistry calculation of a structure of composition C37H40Br2MnN4OP2S2, from the Open Molecules 2025 dataset.

## Properties
* max |F|: 0.5 eV/Å
* relative energy (zero: lowest compared OMol25 entry of this formula, charge and spin): 9.2 kcal/mol
* multiplicity: 2
* ⟨S²⟩: 0.7652
* charge: 0
* electronic energy: -9506.4421 hartree

Last column: Löwdin charge in e.
CARTESIAN COORDINATES (ANGSTROEM)
Mn1 -0.859 0.393 0.467  0.20
C1 0.289 -0.666 3.692  -0.22
P1 -0.591 0.647 2.766  0.90
C2 -1.912 1.058 3.969  -0.25
C3 0.470 2.134 3.010  -0.36
C4 1.179 2.385 4.183  -0.08
C5 1.904 3.557 4.329  -0.07
C6 1.914 4.502 3.310  -0.08
C7 1.207 4.264 2.142  -0.09
C8 0.495 3.078 1.979  -0.37
P2 -0.435 2.631 0.464  0.88
C9 0.613 3.198 -0.936  -0.22
C10 -1.743 3.902 0.420  -0.21
H1 0.288 -0.471 4.765  0.04
H2 1.319 -0.763 3.346  0.04
H3 -0.229 -1.609 3.508  0.03
H4 -1.491 1.123 4.973  0.05
H5 -2.681 0.285 3.945  -0.02
H6 -2.354 2.021 3.715  0.04
H7 1.170 1.661 4.988  0.10
H8 2.459 3.738 5.240  0.11
H9 2.474 5.421 3.427  0.10
H10 1.222 5.003 1.350  0.10
H11 1.135 4.133 -0.734  0.04
H12 -0.055 3.350 -1.787  0.05
H13 1.332 2.428 -1.220  0.03
H14 -1.318 4.908 0.417  0.05
H15 -2.394 3.782 1.285  0.05
H16 -2.349 3.754 -0.475  0.05
Br1 -1.520 -4.641 0.149  0.77
C11 0.059 -3.692 0.557  -0.60
C12 1.227 -4.397 0.842  -0.17
C13 2.401 -3.749 1.125  -0.64
Br2 3.953 -4.771 1.513  0.75
C14 2.465 -2.340 1.102  -0.22
C15 3.625 -1.573 1.359  -0.03
C16 3.567 -0.214 1.252  -0.04
C17 2.357 0.401 0.896  -0.13
N1 1.245 -0.270 0.684  0.04
C18 1.281 -1.633 0.788  -0.17
C19 0.015 -2.293 0.548  -0.42
O1 -1.032 -1.602 0.333  -0.17
H17 1.197 -5.478 0.843  0.10
H18 4.546 -2.074 1.623  0.08
H19 4.438 0.402 1.429  0.11
H20 2.317 1.481 0.805  0.10
C20 3.159 -2.995 -4.432  -0.04
C21 3.204 -1.637 -3.717  -0.55
C22 3.670 -1.873 -2.283  -0.06
C23 4.217 -0.722 -4.417  -0.04
C24 1.820 -0.991 -3.770  -0.16
C25 1.225 -0.763 -5.024  -0.03
C26 -0.038 -0.226 -5.143  -0.07
C27 -0.727 0.102 -3.982  -0.46
S1 -2.336 0.721 -3.820  1.13
C28 -2.142 0.701 -2.098  -0.52
N2 -0.977 0.303 -1.662  0.05
C29 -0.153 -0.080 -2.721  -0.25
C30 1.126 -0.634 -2.627  0.06
C31 -3.185 1.052 -1.153  -0.27
C32 -4.448 1.480 -1.570  -0.07
C33 -5.410 1.780 -0.626  -0.09
C34 -5.088 1.632 0.723  -0.08
C35 -3.825 1.212 1.111  -0.13
C36 -2.800 0.911 0.197  -0.21
H21 4.141 -3.470 -4.390  0.09
H22 2.881 -2.894 -5.481  0.08
H23 2.437 -3.658 -3.952  0.09
H24 4.661 -2.332 -2.289  0.09
H25 2.997 -2.547 -1.749  0.09
H26 3.741 -0.939 -1.722  0.08
H27 5.210 -1.175 -4.395  0.09
H28 4.272 0.247 -3.916  0.09
H29 3.951 -0.547 -5.460  0.08
H30 1.761 -1.029 -5.926  0.11
H31 -0.486 -0.077 -6.117  0.11
H32 1.545 -0.801 -1.650  0.08
H33 -4.679 1.572 -2.627  0.09
H34 -6.394 2.112 -0.927  0.10
H35 -5.836 1.844 1.478  0.10
H36 -3.647 1.088 2.171  0.06
N3 -5.356 -3.360 2.003  0.07
C37 -4.335 -2.494 1.755  -0.98
N4 -4.345 -1.900 0.550  0.12
S2 -3.136 -2.203 2.867  0.62
H37 -5.821 -3.799 1.224  0.10
H38 -5.246 -3.918 2.831  0.08
H39 -5.173 -1.895 -0.021  0.11
H40 -3.637 -1.202 0.370  0.05